1 | 11
Properties=species:S:1:pos:R:3 method="wB97M-V/def2-TZVPD" orbital_gap_ev=8.87 homo_ev=-9.41 multiplicity=1 smiles="[H]/N=c1/cccno1"
H 2.83 0.62 -0.04
N 2.29 -0.22 0.17
C 1.06 0.02 0.04
C 0.06 -1.00 0.26
C -1.26 -0.73 0.21
C -1.56 0.72 0.14
N -0.72 1.62 -0.20
O 0.58 1.21 -0.46
H 0.39 -2.04 0.27
H -1.13 -1.33 -0.73
H -2.55 1.13 0.36



2 | 11
Properties=species:S:1:pos:R:3 method="wB97M-V/def2-TZVPD" orbital_gap_ev=9.07 homo_ev=-8.81 multiplicity=1
N 2.45 0.27 0.02
C 1.20 0.03 0.01
C 0.19 -1.74 -0.01
N -1.03 -1.62 -0.01
C -1.67 -0.37 -0.01
C -1.03 0.81 0.01
O 0.30 1.07 0.02
H 2.64 1.29 0.03
H 1.25 -1.75 -0.01
H -2.75 -0.38 -0.01
H -1.59 1.74 0.01



3 | 11
Properties=species:S:1:pos:R:3 method="wB97M-V/def2-TZVPD" orbital_gap_ev=10.34 homo_ev=-9.87 multiplicity=1 smiles=Oc1ncccn1
O -1.43 1.61 -1.27
C -0.60 0.59 -0.74
N -1.37 -0.23 -0.20
C -0.75 -1.05 0.55
C 0.67 -0.94 0.72
C 1.33 -0.05 0.12
N 0.64 0.86 -0.67
H -0.85 2.56 -1.33
H -1.36 -1.88 0.88
H 1.22 -1.56 1.51
H 2.51 0.08 0.42



4 | 11
Properties=species:S:1:pos:R:3 method="wB97M-V/def2-TZVPD" orbital_gap_ev=8.39 homo_ev=-8.75 multiplicity=1
O -1.24 -1.93 1.06
C -0.72 -0.97 0.55
C 0.73 -0.92 0.16
C 1.33 0.28 -0.44
N 0.44 1.29 -0.61
C -0.91 1.24 -0.24
N -1.47 0.23 0.30
H 1.40 -1.58 0.88
H 1.17 -1.95 -0.20
H 0.76 2.17 -1.02
H -1.49 2.15 -0.43



Out of the structures above, which one is the least stable? Solution: 2.